Version P
15
Properties=species:S:1:pos:R:3:mulliken_charge:R:1 method="wB97M-V/def2-TZVPD" orbital_gap_ev=8.61 lumo_ev=0.6 smiles="C=CN.CSS" molar_mass_g_mol=123.25 e_homo_ha=-0.2954 spin_multiplicity=1
C -4.360 3.515 -1.157 -0.78
S -3.028 2.892 -0.107 -0.04
S -2.464 1.227 -1.206 -0.21
H -4.847 4.286 -0.566 0.26
H -4.080 3.929 -2.118 0.31
H -5.043 2.694 -1.329 0.30
H -1.155 1.506 -1.267 0.16
C 2.803 -1.347 0.888 -0.82
C 3.543 -2.435 1.117 0.12
N 3.079 -3.730 1.189 -0.42
H 1.763 -1.336 0.596 0.26
H 3.373 -0.438 0.782 0.23
H 4.612 -2.372 0.993 0.27
H 2.094 -3.889 1.079 0.17
H 3.710 -4.500 1.104 0.19



Version Q
15
Properties=species:S:1:pos:R:3:mulliken_charge:R:1 method="wB97M-V/def2-TZVPD" orbital_gap_ev=8.71 lumo_ev=0.6 smiles=CSSCCN molar_mass_g_mol=123.25 e_homo_ha=-0.2977 spin_multiplicity=1
N -1.880 -1.579 0.079 -0.62
C -1.536 -0.556 -1.011 -0.99
C -0.043 -0.697 -1.590 -0.40
S 1.271 -0.521 -0.277 -0.11
S 0.445 0.867 0.948 -0.03
C 2.047 1.729 1.701 -0.79
H -1.048 -1.902 0.495 0.30
H -2.214 -1.003 0.874 0.28
H -2.242 -0.735 -1.765 0.48
H -1.681 0.470 -0.853 0.41
H 0.054 -1.601 -2.155 0.36
H -0.037 0.164 -2.301 0.29
H 2.288 2.771 1.715 0.33
H 1.787 1.586 2.764 0.28
H 2.790 1.008 1.376 0.23



Version R
15
Properties=species:S:1:pos:R:3:mulliken_charge:R:1 method="wB97M-V/def2-TZVPD" orbital_gap_ev=8.45 lumo_ev=0.3 smiles="C/C=C/N.SS" molar_mass_g_mol=123.25 e_homo_ha=-0.2978 spin_multiplicity=1
C -0.132 -0.501 -0.721 -0.84
C -0.229 0.991 -0.810 -0.20
C 0.701 1.825 -0.359 -0.06
N 0.695 3.218 -0.494 -0.52
H 0.824 -0.814 -0.304 0.23
H -0.925 -0.908 -0.088 0.15
H -0.238 -0.976 -1.699 0.32
H -1.101 1.390 -1.321 0.21
H 1.614 1.440 0.086 0.28
H 1.049 3.715 0.311 0.23
H -0.195 3.604 -0.781 0.23
S -1.422 -3.741 1.971 -0.15
S 0.475 -3.628 1.153 -0.21
H -2.048 -2.945 1.087 0.15
H 0.931 -2.670 1.970 0.18



Pick version R: it beats the second-best structure by 0.0133 hartree.



Version P
15
Properties=species:S:1:pos:R:3:mulliken_charge:R:1 method="wB97M-V/def2-TZVPD" orbital_gap_ev=9.14 lumo_ev=0.6 smiles=C[C@@H](N)CSS molar_mass_g_mol=123.25 e_homo_ha=-0.3153 spin_multiplicity=1
N 0.348 -0.595 -1.791 -0.78
C -0.066 -0.670 -0.374 0.57
C -1.579 -0.708 -0.335 -1.50
C 0.451 0.596 0.333 -0.86
S 1.450 0.042 1.741 -0.05
S 2.053 1.874 2.555 -0.22
H 0.204 -1.506 -2.208 0.24
H 1.330 -0.364 -1.873 0.22
H 0.374 -1.565 0.082 0.32
H -2.030 -1.396 -1.056 0.36
H -2.043 -0.842 0.636 0.33
H -1.974 0.262 -0.668 0.37
H 1.000 1.254 -0.346 0.45
H -0.338 1.214 0.773 0.38
H 0.822 2.403 2.532 0.14



Version Q
15
Properties=species:S:1:pos:R:3:mulliken_charge:R:1 method="wB97M-V/def2-TZVPD" orbital_gap_ev=9.03 lumo_ev=0.8 smiles=CSSCCN molar_mass_g_mol=123.25 e_homo_ha=-0.3039 spin_multiplicity=1
N 1.424 -0.557 -2.054 -0.51
C 0.359 -0.244 -1.109 -0.03
C 0.231 -1.181 0.082 -0.97
S 0.886 -0.648 1.764 -0.07
S 0.395 1.346 1.869 -0.11
C -1.362 1.333 1.599 -0.75
H 1.452 -0.103 -2.941 0.16
H 2.226 -0.963 -1.618 0.13
H 0.477 0.771 -0.710 0.23
H -0.556 -0.251 -1.721 0.23
H -0.803 -1.295 0.367 0.35
H 0.735 -2.110 -0.171 0.48
H -1.836 2.215 1.164 0.33
H -1.709 0.531 0.950 0.19
H -1.920 1.157 2.528 0.33



Pick version P: it beats the second-best structure by 0.0179 hartree.



Version P
17
Properties=species:S:1:pos:R:3:mulliken_charge:R:1 method="wB97M-V/def2-TZVPD" orbital_gap_ev="6.77 / 6.76" lumo_ev="0.0 / 0.0" molar_mass_g_mol=111.14 e_homo_ha="-0.2496 / -0.2494" spin_multiplicity=1
C 1.911 -0.648 0.106 -1.23
C -1.480 -0.270 1.062 -1.61
C -1.431 0.779 -1.292 0.14
C 0.632 -0.668 -0.652 0.46
C -0.647 0.552 0.095 1.24
C -0.108 1.768 0.498 -1.31
N 0.222 -1.468 -1.515 -0.55
O -1.519 0.836 -2.432 -0.26
H 0.871 -2.204 -1.811 0.26
H 2.026 -1.552 0.709 0.29
H 1.918 0.215 0.785 0.36
H 2.747 -0.581 -0.594 0.37
H -0.932 -0.381 1.998 0.38
H -1.692 -1.254 0.648 0.44
H -2.421 0.245 1.258 0.38
H -0.611 2.281 1.305 0.27
H 0.513 2.349 -0.168 0.36



Version Q
17
Properties=species:S:1:pos:R:3:mulliken_charge:R:1 method="wB97M-V/def2-TZVPD" orbital_gap_ev=10.15 lumo_ev=0.9 smiles="N[C@H]1C=C[C@]2(CO2)C1" molar_mass_g_mol=111.14 e_homo_ha=-0.3401 spin_multiplicity=1
C 1.426 -0.118 0.469 0.85
C 0.235 -0.979 0.095 -1.04
C -0.893 -0.023 0.034 1.26
C -2.217 -0.254 0.580 -0.76
C -0.343 1.325 -0.121 -0.95
C 0.992 1.317 0.123 -0.53
H 3.413 -0.141 -0.059 0.27
H 2.574 -1.542 -0.383 0.24
H 1.744 -0.179 1.577 0.23
H 0.401 -1.480 -0.900 0.37
H 0.099 -1.712 0.896 0.22
H -2.444 -1.228 1.025 0.23
H -2.935 0.490 1.005 0.24
H -0.911 2.101 -0.666 0.35
H 1.749 2.112 0.110 0.34
N 2.528 -0.513 -0.433 -0.79
O -2.073 -0.304 -0.832 -0.52



Version R
17
Properties=species:S:1:pos:R:3:mulliken_charge:R:1 method="wB97M-V/def2-TZVPD" orbital_gap_ev="8.12 / 8.12" lumo_ev="-0.8 / -0.8" molar_mass_g_mol=111.14 e_homo_ha="-0.3284 / -0.3284" spin_multiplicity=1
C -0.450 -0.930 -0.127 0.34
C -0.557 -0.202 1.088 -0.74
C 0.698 -1.918 -0.233 -1.46
C -0.423 0.052 -1.726 0.39
N -0.645 1.289 -1.457 -0.55
C 0.178 1.695 1.008 -0.58
C 0.781 2.326 1.851 -0.02
O -0.183 -0.668 -2.656 -0.57
H -1.422 -1.326 -0.429 0.31
H -0.269 1.658 -0.188 0.41
H -0.534 1.925 -2.239 0.22
H 0.107 -0.454 1.903 0.38
H -1.531 0.165 1.387 0.36
H 0.559 -2.752 0.459 0.35
H 1.647 -1.431 0.003 0.34
H 0.761 -2.320 -1.242 0.40
H 1.284 2.890 2.599 0.42



Version S
17
Properties=species:S:1:pos:R:3:mulliken_charge:R:1 method="wB97M-V/def2-TZVPD" orbital_gap_ev=9.67 lumo_ev=0.7 smiles=O[C@]12C[C@@H]1N[C@H]1C[C@H]12 molar_mass_g_mol=111.14 e_homo_ha=-0.3284 spin_multiplicity=1
C -0.857 0.374 -0.421 0.70
C -1.966 -0.616 -0.537 -0.77
C -0.557 -0.756 0.141 -0.06
C 1.114 0.395 0.555 -0.31
C 1.709 0.050 -0.705 -0.47
C 0.505 0.851 -0.732 -0.29
H -1.114 1.534 1.304 0.32
H -1.966 -1.594 -1.308 0.20
H -2.892 -0.272 -0.054 0.31
H -0.079 -1.594 -0.583 0.07
H 0.676 -1.612 1.689 0.32
H 1.501 1.277 1.180 0.33
H 2.829 0.163 -0.707 0.26
H 1.672 -1.006 -1.050 0.18
H 0.653 1.862 -0.624 0.36
N 0.180 -0.593 1.441 -0.61
O -1.409 1.537 0.412 -0.55



Pick version Q: it beats the second-best structure by 0.0952 hartree.